DFT (ωB97M-V with the def2-TZVPD basis set) results for a gas-phase ion, C4H7N2 (charge +1).

The lowest unoccupied orbital energy is -4.539 eV. The value obtained for the frontier orbital gap is 0.3594 Eh. Its spin multiplicity is 1. As for the structure (SMILES): C=NC=[N+]1CC1. Its largest force on an atom is 3.93 eV/Å. Its highest occupied orbital energy is -14.320 eV. Its total charge is +1.

Last columns: bonded neighbours and bond lengths (Å).
Geometry (Å):
1 C -1.684 -2.272 -0.459  N2 1.242, H7 1.129, H8 1.070
2 N -0.690 -1.533 -0.362  C1 1.242, C3 1.285
3 C 0.468 -0.978 -0.316  N2 1.285, N4 1.315, H9 1.149
4 N 0.603 0.220 0.208  C3 1.315, C5 1.480, C6 1.392
5 C 1.434 1.414 -0.067  N4 1.480, C6 1.524, H10 1.107, H11 1.216
6 C -0.051 1.447 0.275  N4 1.392, C5 1.524, H12 1.127, H13 1.160
7 H -1.920 -2.720 0.551  C1 1.129
8 H -2.299 -2.680 -1.233  C1 1.070
9 H 1.399 -1.646 -0.398  C3 1.149
10 H 1.657 1.590 -1.137  C5 1.107
11 H 2.248 1.804 0.748  C5 1.216
12 H -0.230 1.937 1.274  C6 1.127
13 H -0.935 1.741 -0.418  C6 1.160